## one
ORCA calculation (ωB97M-V/def2-TZVPD) on C5H5NO2 in the gas phase.

```
13
Properties=species:S:1:pos:R:3:lowdin_charge:R:1
C -1.50 -0.32 0.06 -0.4082
C -0.11 -0.93 -0.12 -0.0505
C 0.66 0.34 0.24 -0.5548
C 2.06 -0.04 -0.21 0.0061
C 3.40 -0.50 0.05 0.1203
H -0.25 -1.32 -1.20 0.1798
H 0.07 -1.63 0.66 0.1232
H 0.70 0.21 1.40 0.1826
H -1.96 1.46 0.77 0.2141
H 4.54 -0.47 0.16 0.0363
N -1.38 1.07 -0.09 0.1342
O -2.60 -0.97 0.02 0.0191
O 0.04 1.34 -0.18 -0.0021
```

- total charge = 0
- Kohn-Sham gap (Ha) = 0.35106

---

## two
ORCA calculation (ωB97M-V/def2-TZVPD) on 2 unconnected molecules or ions with the total composition C5H5NO2.

```
13
Properties=species:S:1:pos:R:3:lowdin_charge:R:1
C -1.40 -1.95 0.35 -0.1015
C -1.10 -1.81 1.57 -0.2265
C -0.29 1.54 0.22 -0.3678
C -1.63 -2.13 -0.91 0.0354
C 2.13 1.80 -0.30 -0.0991
N 0.73 2.00 -0.12 0.0513
O -1.40 1.24 0.42 0.1380
O -0.77 -1.54 2.67 0.1353
H -1.44 -3.10 -1.44 0.0791
H -2.16 -1.37 -1.47 0.0643
H 2.41 2.34 -1.26 0.0915
H 2.65 2.24 0.70 0.1321
H 2.28 0.73 -0.42 0.0680
```

- total charge = 0
- Kohn-Sham gap (Ha) = 0.29985

---

## three
ORCA calculation (ωB97M-V/def2-TZVPD) on C5H5NO2 in the gas phase.

```
13
Properties=species:S:1:pos:R:3:lowdin_charge:R:1
C 3.14 0.06 0.00 0.0078
C 1.62 -0.19 0.01 -0.5652
C -0.62 0.96 -0.10 0.0196
C -1.26 -0.24 0.27 -0.0554
C -2.63 -0.18 -0.02 -0.2487
H 3.27 0.53 1.06 0.1093
H 3.35 1.07 -0.68 0.1436
H 3.67 -0.85 -0.28 0.0789
H -0.93 2.01 -0.51 0.1769
H -0.79 -1.13 0.49 0.0830
N -3.82 -0.20 -0.07 0.1389
O 1.27 -1.28 -0.16 0.1394
O 0.82 0.94 0.09 -0.0280
```

- total charge = 0
- Kohn-Sham gap (Ha) = 0.36259

---

Referenced to the most stable arrangement, the calculated values in kJ/mol are one 521.3; two 68.5; three 0.0.

---

## one
ORCA calculation (ωB97M-V/def2-TZVPD) on 3 unconnected molecules or ions with the total composition C3H10NO4.

```
18
Properties=species:S:1:pos:R:3:lowdin_charge:R:1
C 0.17 2.07 -0.43 -0.0742
N -0.03 0.76 0.16 -0.1159
C -0.76 -0.21 -0.69 -0.0770
C 0.19 -0.72 -1.92 -0.5358
O -0.14 -1.81 -2.46 0.2337
O 1.27 -0.13 -2.02 0.0689
H 1.00 2.02 -1.08 0.0664
H 0.40 2.74 0.23 0.0271
H -0.68 2.39 -1.13 0.1290
H 0.89 0.31 0.16 0.1213
H -1.65 0.35 -1.00 0.1217
H -1.16 -1.01 0.00 0.1255
H 0.01 -2.92 0.02 -0.0027
H 0.39 -2.16 1.20 0.0096
O 0.40 -3.06 0.87 -0.0234
H -0.74 0.46 3.10 0.0630
H 0.16 0.45 1.98 0.0085
O 0.27 0.47 3.01 -0.1457
```

- spin multiplicity = 2
- total charge = 0
- Kohn-Sham gap (spin up / spin down) (Ha) = 0.41142 / 0.23461

---

## two
ORCA calculation (ωB97M-V/def2-TZVPD) on 3 unconnected molecules or ions with the total composition C3H10NO4.

```
18
Properties=species:S:1:pos:R:3:lowdin_charge:R:1
O 1.57 -4.26 0.51 0.0642
C 1.64 -3.13 0.12 -0.2540
C 0.50 -2.15 0.09 -0.2084
N 0.86 -0.89 -0.48 -0.0390
C -0.29 -0.03 -0.70 -0.3267
O -0.66 0.73 0.33 0.0373
H 2.58 -2.74 -0.32 0.1247
H 0.13 -2.11 1.14 0.1400
H -0.44 -2.59 -0.27 0.1324
H 1.63 -0.44 -0.01 0.1228
H -1.04 -0.76 -1.04 0.1576
H -0.10 0.61 -1.58 0.1647
H -0.08 3.51 0.80 0.0471
H -0.51 2.21 1.33 -0.0099
O -0.60 3.15 1.53 -0.0711
H -1.86 3.62 -0.07 0.0169
H -1.53 2.20 -0.52 -0.0238
O -1.81 3.06 -0.85 -0.0749
```

- spin multiplicity = 2
- total charge = 0
- Kohn-Sham gap (spin up / spin down) (Ha) = 0.39691 / 0.25444

---

Referenced to the most stable arrangement, the calculated values in kJ/mol are one 16.4; two 0.0.

---

## one
ORCA calculation (ωB97M-V/def2-TZVPD) on 12 unconnected molecules or ions with the total composition H24O12.

```
36
Properties=species:S:1:pos:R:3:lowdin_charge:R:1
H -0.18 -0.26 -0.41 0.0239
H -0.24 0.59 0.78 0.0023
H -3.33 -0.54 -1.58 0.0291
H -2.63 0.27 -0.54 0.0460
H -0.76 -2.31 0.19 0.0142
H -1.50 -1.27 0.95 0.0590
H 1.70 -3.38 -1.18 0.0095
H 0.28 -3.04 -1.63 0.0796
H 4.31 -2.56 -1.12 0.0863
H 3.05 -1.86 -1.88 -0.0153
H 0.53 2.43 -3.26 -0.0215
H 1.18 1.07 -3.07 0.0563
H 1.72 3.13 4.20 0.0535
H 1.05 2.27 3.12 0.0231
H -3.77 -0.85 1.20 0.0612
H -4.91 -0.99 0.22 0.0107
H 3.29 0.58 -0.55 0.0362
H 2.21 -0.43 -0.48 0.0561
H -4.17 2.56 -1.56 0.0544
H -3.61 2.43 -0.18 0.0051
H 2.35 2.56 0.90 0.0315
H 2.19 3.60 -0.08 -0.0241
H 0.45 -3.24 2.81 0.0368
H 0.65 -1.90 3.03 -0.0336
O -0.13 0.68 -0.14 -0.0428
O -2.44 -0.35 -1.31 -0.0792
O -1.67 -1.95 0.22 -0.0949
O 0.96 -2.87 -0.96 -0.0180
O 4.01 -1.95 -1.86 -0.0726
O 0.35 1.60 -2.93 -0.0381
O 1.85 2.78 3.30 -0.0569
O -4.74 -1.18 1.15 -0.0799
O 2.34 0.56 -0.67 -0.0883
O -4.00 3.10 -0.75 -0.0612
O 2.79 3.39 0.57 -0.0429
O 0.81 -2.66 3.49 -0.0057
```

- total charge = 0
- Kohn-Sham gap (Ha) = 0.36628

---

## two
ORCA calculation (ωB97M-V/def2-TZVPD) on 12 unconnected molecules or ions with the total composition H24O12.

```
36
Properties=species:S:1:pos:R:3:lowdin_charge:R:1
O -1.39 -2.65 -0.80 0.0002
H -0.89 -2.21 -0.10 0.0252
H -1.30 -3.54 -0.65 0.0179
O 1.04 3.83 -0.41 -0.0076
H 1.36 3.17 -0.94 -0.0755
H 0.21 4.21 -0.64 0.0301
O 2.55 -0.26 1.60 -0.0352
H 1.84 0.36 1.61 -0.0204
H 3.05 -0.24 2.46 0.0955
O -0.83 -1.11 1.74 -0.0297
H -0.38 -0.54 1.13 -0.0262
H -0.23 -1.83 1.84 0.0590
O 0.48 -2.21 -2.76 -0.0574
H -0.44 -2.19 -2.50 -0.0056
H 0.96 -2.20 -1.95 -0.0362
O -3.67 -1.21 -2.41 -0.0163
H -2.90 -1.12 -1.90 -0.0518
H -4.20 -1.67 -1.80 0.0220
O 0.29 0.13 -0.40 -0.0527
H 0.25 0.95 0.15 0.0444
H -0.55 0.15 -0.78 -0.0092
O -2.29 0.67 -0.74 -0.0354
H -2.41 1.38 -1.33 0.0384
H -3.22 0.37 -0.45 0.1200
O 0.47 1.91 1.89 -0.0234
H -0.33 2.06 2.35 0.0177
H 1.08 2.34 2.46 0.0702
O -0.99 0.78 3.65 -0.0970
H -0.54 0.42 2.84 0.0081
H -1.90 0.46 3.72 0.0595
O 2.66 -1.74 -0.74 -0.0580
H 2.40 -1.22 0.05 -0.0052
H 2.86 -1.11 -1.43 0.0167
O 2.34 1.68 -1.58 -0.0329
H 3.06 1.06 -1.66 0.0423
H 1.56 1.13 -1.54 0.0083
```

- total charge = 0
- Kohn-Sham gap (Ha) = 0.38136

---

Referenced to the most stable arrangement, the calculated values in kJ/mol are one 260.3; two 0.0.

---

## one
ORCA calculation (ωB97M-V/def2-TZVPD) on 12 unconnected molecules or ions with the total composition H24O12.

```
36
Properties=species:S:1:pos:R:3:lowdin_charge:R:1
O -1.91 1.23 0.69 -0.0439
H -2.78 0.97 0.87 -0.0310
H -2.00 2.21 0.75 0.1100
O -4.30 0.19 0.92 -0.0631
H -5.02 -0.27 0.27 0.1637
H -4.46 -0.16 1.76 0.0190
O 2.96 0.70 1.56 0.0166
H 3.64 0.57 0.92 0.0249
H 2.37 1.25 1.21 -0.0494
O -0.85 -0.44 2.67 -0.1052
H -0.13 -0.47 2.05 0.0083
H -1.53 0.15 2.15 0.0520
O 2.91 -0.90 -0.49 -0.0382
H 2.10 -0.40 -0.37 0.0444
H 2.60 -1.63 -1.00 0.0496
O -0.57 1.81 4.16 -0.0983
H 0.31 1.41 3.96 0.0427
H -1.08 1.15 4.67 0.0373
O 2.95 1.60 -1.63 -0.0938
H 3.24 1.90 -2.52 0.0686
H 2.82 0.68 -1.30 -0.0196
O -1.78 -3.52 -2.22 0.0145
H -2.54 -3.97 -1.92 0.0275
H -1.16 -4.15 -2.28 -0.0385
O -0.75 1.33 -1.66 0.0791
H -1.13 1.08 -0.85 -0.0221
H -1.18 1.03 -2.27 -0.1037
O 1.39 -1.53 -4.36 -0.1479
H 1.36 -2.58 -4.06 0.1173
H 0.45 -1.28 -4.17 0.0348
O 0.14 3.85 -1.12 -0.0671
H -0.70 4.26 -1.42 0.0519
H 0.12 2.95 -0.85 -0.0380
O 0.27 -3.94 1.68 0.0848
H -0.07 -3.77 0.92 -0.0737
H 1.10 -4.04 1.94 -0.0131
```

- total charge = 0
- Kohn-Sham gap (Ha) = 0.35946

---

## two
ORCA calculation (ωB97M-V/def2-TZVPD) on 12 unconnected molecules or ions with the total composition H24O12.

```
36
Properties=species:S:1:pos:R:3:lowdin_charge:R:1
H -0.37 0.78 0.09 -0.0276
H -0.08 -0.67 -0.27 0.0254
H -0.17 3.79 2.70 0.0275
H 0.52 4.60 3.78 0.0446
H -1.35 2.00 -1.68 0.0354
H -2.32 0.87 -1.98 0.0567
H -2.47 0.04 3.31 0.0372
H -1.22 0.88 3.47 0.0280
H -1.23 -5.82 -1.27 0.0349
H -0.67 -4.81 -0.29 0.0256
H 0.03 5.23 -2.51 0.0475
H 0.03 4.29 -1.31 0.0133
H 2.94 2.53 2.97 0.0313
H 1.66 1.71 2.95 0.0087
H 0.31 -2.88 -4.35 0.0325
H -1.05 -2.32 -4.75 0.0281
H 2.60 -1.34 -0.38 0.0294
H 3.16 -2.24 0.70 -0.0006
H 2.45 -3.55 2.14 0.0331
H 1.28 -3.07 1.30 0.0199
H 0.36 2.92 0.18 0.0240
H 1.33 2.47 -0.90 0.0443
H -3.04 -2.26 -1.73 0.0316
H -3.89 -2.81 -2.86 0.0309
O -0.41 -0.11 0.45 -0.0921
O 0.57 4.38 2.84 -0.0538
O -1.62 1.13 -1.37 -0.0437
O -1.86 0.59 2.81 -0.0597
O -1.25 -4.88 -1.05 -0.0569
O 0.53 4.51 -2.11 -0.0463
O 2.55 1.72 3.32 -0.0643
O -0.29 -2.14 -4.18 -0.0660
O 3.41 -1.54 0.09 -0.0423
O 1.51 -3.35 2.19 -0.0455
O 1.13 2.37 0.03 -0.0306
O -3.11 -3.01 -2.34 -0.0606
```

- total charge = 0
- Kohn-Sham gap (Ha) = 0.36590

---

## three
ORCA calculation (ωB97M-V/def2-TZVPD) on 12 unconnected molecules or ions with the total composition H24O12.

```
36
Properties=species:S:1:pos:R:3:lowdin_charge:R:1
O 0.47 -0.20 0.12 -0.0801
H -0.30 0.05 -0.42 0.0099
H 0.91 0.65 0.26 0.0022
O -2.78 0.05 1.84 -0.0496
H -2.27 -0.24 2.63 0.0791
H -2.11 0.30 1.23 -0.0524
O -2.91 -1.33 -2.42 -0.0680
H -1.95 -1.18 -2.49 -0.0534
H -3.26 -1.05 -1.59 -0.0014
O 2.51 0.08 2.82 -0.0546
H 3.29 -0.48 2.80 0.0420
H 2.72 0.97 2.46 0.0396
O 1.57 2.26 0.15 -0.0232
H 1.33 3.16 0.29 0.0497
H 2.08 2.35 -0.65 0.0267
O -1.83 0.70 -0.77 -0.0519
H -2.77 0.68 -0.55 0.0714
H -1.73 0.63 -1.74 0.0693
O 3.63 1.42 -1.58 -0.0338
H 3.54 0.65 -0.99 0.0150
H 3.19 1.14 -2.35 0.0128
O -0.45 -0.97 -2.95 -0.0297
H -0.36 -1.76 -3.53 0.1083
H -0.45 -0.24 -3.56 0.0769
O -2.53 -2.54 0.58 -0.0502
H -1.87 -2.79 -0.05 0.0189
H -2.41 -1.57 0.58 -0.0144
O -0.12 -1.72 2.27 -0.0330
H 0.11 -1.15 1.57 -0.0614
H 0.05 -2.60 1.96 0.0265
O -1.17 2.43 1.80 -0.0070
H -1.43 3.32 1.91 0.0206
H -0.87 2.52 0.90 0.0032
O 3.13 -1.09 -0.06 -0.0597
H 2.80 -1.56 -0.82 0.0365
H 2.25 -0.88 0.35 0.0151
```

- total charge = 0
- Kohn-Sham gap (Ha) = 0.34595

---

Referenced to the most stable arrangement, the calculated values in kJ/mol are one 389.7; two 127.8; three 0.0.